No. 1
Here is a molecular structure, C7H12BrN2OTi at a distorted geometry from OMol25. Energies are from ωB97M-V/def2-TZVPD.

Expectation value of S²   3.753
Charge   0
HOMO energy (spin up / spin down)   -7.9 / -7.9 eV
Max |F|   1.564 eV Å⁻¹
LUMO level (spin up / spin down)   -1.77 / -1.68 eV
Spin multiplicity   4
HOMO-LUMO gap (spin up / spin down)   6.13 / 6.22 eV
Energy relative to the best compared isomer or geometry (same formula, charge and spin)   7.6 kcal/mol
DFT total energy   -3882.0770 Eh

Geometry (Å):
Ti  0.72676  4.37106  2.17466
Br  -0.65285  2.34664  0.89409
C  2.35407  2.58182  -2.38708
C  2.51112  1.12406  -1.99406
O  3.05360  0.32048  -2.72622
N  2.01786  0.78851  -0.77773
C  2.01047  -0.57566  -0.34178
H  2.04260  2.57640  -3.42839
H  3.30274  3.10327  -2.27874
H  1.61214  3.08625  -1.76591
H  1.40554  1.46123  -0.34306
H  2.97353  -0.87812  0.07642
H  1.78906  -1.24344  -1.17441
H  1.26185  -0.70681  0.43898
N  -1.99031  -0.90791  1.38868
C  -3.00149  -1.18527  2.26675
C  -3.52761  -2.40023  1.93299
C  -2.80550  -2.88208  0.80155
C  -1.87018  -1.93386  0.48984
H  -1.45759  -0.05426  1.37923
H  -3.26592  -0.45550  3.01252
H  -4.34589  -2.89288  2.42952
H  -2.97925  -3.79134  0.25277
H  -1.16474  -1.85237  -0.32064

Cartesian forces, eV/Å:
-0.7 -1.1 -0.7
0.7 1.2 0.7
-0.3 -0.3 0.2
0.1 0.2 0.1
0.2 -0.2 -0.2
0.0 0.6 -0.3
0.0 -0.5 0.3
0.1 0.3 0.0
0.1 -0.1 -0.1
0.0 0.0 -0.1
0.0 -0.2 0.2
0.0 0.0 -0.1
0.0 0.0 0.0
0.0 0.0 0.0
-0.1 -0.2 0.0
0.2 0.3 -0.1
-0.1 -0.3 -0.1
-0.1 0.1 0.1
0.1 0.4 0.0
0.0 0.0 0.0
-0.1 -0.1 0.1
0.0 0.0 0.0
0.0 -0.1 0.1
0.0 -0.2 0.0

***

No. 2
Here is a molecular structure, C7H12BrN2S at a distorted geometry from OMol25. Energies are from ωB97M-V/def2-TZVPD.

Charge   +1
HOMO energy   -12.9 eV
Max |F|   4.497 eV Å⁻¹
LUMO level   -4.57 eV
HOMO-LUMO gap   8.32 eV
Energy relative to the best compared isomer or geometry (same formula, charge and spin)   29.9 kcal/mol
DFT total energy   -3355.3105 Eh

Geometry (Å):
C  -1.28919  1.14709  0.86218
C  -1.82014  1.57918  -0.31043
C  0.11895  -0.76171  0.06739
C  -0.62173  -0.16889  1.22950
C  -1.28756  -0.45011  -2.03378
C  0.32141  -0.01325  2.38563
C  2.20210  -0.47313  -1.25116
N  -0.71244  -1.18458  -1.13568
N  1.02778  0.09138  -0.54077
S  -2.02571  1.00721  -1.92842
Br  -2.83214  3.22160  -0.25048
H  -1.34951  1.83759  1.60329
H  0.59800  -1.67253  0.39168
H  -1.48088  -0.81752  1.55151
H  -1.18043  -0.95044  -2.97112
H  1.04827  -0.92378  2.57105
H  -0.02922  0.22882  3.37617
H  0.94417  0.87954  2.17668
H  1.84273  -0.91307  -2.11541
H  2.83303  -1.07138  -0.56089
H  2.88912  0.44005  -1.41750
H  -0.37011  -2.08635  -1.36891
H  1.17350  1.05431  -0.33053

Cartesian forces, eV/Å:
0.0 -1.7 -3.4
-0.1 0.3 2.2
-0.4 0.8 -0.7
-2.1 0.0 0.2
1.0 -2.0 0.5
3.1 -0.3 0.7
1.3 3.1 3.0
-0.3 -0.3 1.7
2.4 0.5 -0.4
-0.1 0.8 -0.6
0.4 -0.3 -0.1
-0.3 1.9 2.3
0.1 -0.5 0.0
0.8 0.1 -0.5
-1.0 0.3 -1.1
-1.5 1.7 -0.7
-1.1 -0.2 0.1
0.2 -0.6 0.0
0.1 -1.2 -1.9
-0.6 -0.4 -0.7
-1.2 -1.5 -0.5
-0.2 -0.8 -1.1
-0.6 0.3 0.8

***

No. 3
Here is a single C7H12BrN3 molecule at a distorted geometry from OMol25. Energies are from ωB97M-V/def2-TZVPD.

Charge   0
HOMO energy   -7.7 eV
SMILES   CN(C)c1c(Br)cc(N)n1C
Max |F|   5.464 eV Å⁻¹
LUMO level   0.77 eV
HOMO-LUMO gap   8.50 eV
Energy relative to the best compared isomer or geometry (same formula, charge and spin)   0.0 kcal/mol
DFT total energy   -3012.1363 Eh

Geometry (Å):
C  0.03075  -2.56987  0.84121
C  0.67143  -1.44390  1.36448
C  -0.73397  -2.24640  -0.22196
C  0.32843  -0.33497  0.59367
C  -1.23731  -0.20157  -1.44841
C  1.98725  1.34329  0.50484
C  -0.06761  1.83550  1.46665
N  -0.64871  -0.83475  -0.35866
N  -1.61687  -2.95055  -1.03721
N  0.54407  1.05286  0.53547
Br  1.64118  -1.33061  3.03138
H  0.07197  -3.56334  1.41563
H  -1.12288  0.83490  -1.32371
H  -0.81164  -0.39018  -2.40801
H  -2.25344  -0.35786  -1.58197
H  2.19594  2.45698  0.52861
H  2.49814  0.89767  1.46221
H  2.47550  0.84656  -0.27116
H  0.49936  2.74604  1.58472
H  -1.11189  2.05786  1.19840
H  -0.26449  1.31631  2.51951
H  -1.61912  -2.67213  -2.03213
H  -2.45114  -3.42908  -0.69743

Cartesian forces, eV/Å:
0.4 -3.5 2.3
0.2 2.4 0.1
-1.0 2.2 -0.1
-2.5 -1.1 -1.5
0.9 1.5 -0.8
0.7 0.5 3.2
-3.4 0.5 4.2
2.0 -2.7 1.9
0.2 -0.2 -1.0
3.3 -1.9 -1.9
-0.5 -0.2 -1.0
-0.1 1.5 -1.4
0.2 1.6 0.3
0.8 -0.6 -0.8
-2.1 -0.7 0.3
-0.3 -1.4 -0.4
-0.8 1.0 -1.4
0.6 -0.5 -1.6
-0.2 0.4 0.3
0.2 0.3 -0.2
1.0 1.0 -1.7
-0.2 -0.5 1.2
0.7 0.5 0.0

***

No. 4
Here is a molecular structure, C7H12CoIN6O5S at a distorted geometry from OMol25. Energies are from ωB97M-V/def2-TZVPD.

Expectation value of S²   0.759
Charge   +1
HOMO energy (spin up / spin down)   -11.5 / -11.5 eV
Max |F|   1.331 eV Å⁻¹
LUMO level (spin up / spin down)   -3.33 / -3.36 eV
Spin multiplicity   2
HOMO-LUMO gap (spin up / spin down)   8.17 / 8.14 eV
Energy relative to the best compared isomer or geometry (same formula, charge and spin)   39.4 kcal/mol
DFT total energy   -3056.9850 Eh

Geometry (Å):
Co  0.45895  -0.26618  -0.41805
N  0.82957  -2.24735  -0.46988
N  1.75755  -2.52806  -1.49179
C  2.16378  -1.51939  -2.29468
N  2.97377  -1.82409  -3.30018
N  1.68261  -0.32532  -1.97010
N  1.90594  0.76170  -2.79366
O  2.78450  0.68317  -3.62923
O  1.10600  1.65025  -2.67043
H  1.20633  -2.50644  0.44056
H  -0.04118  -2.75530  -0.61412
H  2.03499  -3.48284  -1.66176
H  3.22537  -2.77698  -3.49576
H  3.33326  -1.06690  -3.86769
C  -1.36215  3.10736  0.33682
S  0.15785  2.52199  1.03168
O  -0.24236  1.74715  2.27688
O  0.99760  3.62329  1.33493
O  0.74800  1.58848  0.03189
H  -1.91843  3.60056  1.12848
H  -1.92909  2.27353  -0.06559
H  -1.11208  3.81428  -0.44731
I  -2.18088  -0.65262  -1.37964
C  -2.01302  -0.52900  0.71841
C  -3.05618  -0.51837  1.58062
C  -2.72909  -0.40762  2.96120
C  -1.45807  -0.16863  3.34685
C  -0.42704  0.02128  2.33498
N  -0.71449  -0.44658  1.06814
H  -4.07619  -0.61263  1.24729
H  -3.51206  -0.52103  3.69769
H  -1.18706  -0.05963  4.38398
H  0.59330  -0.17810  2.64945

Cartesian forces, eV/Å:
0.4 0.0 0.2
0.1 0.1 -0.1
-0.2 -0.3 0.3
0.4 0.0 -0.4
-0.1 0.0 0.1
-0.3 -0.2 0.9
-1.0 0.0 -0.8
0.5 0.5 -0.1
0.5 0.1 0.0
0.1 -0.1 -0.1
0.0 0.0 -0.1
0.0 0.1 0.0
0.0 0.0 0.0
0.0 -0.1 0.1
0.2 -0.1 0.1
-0.4 -0.2 0.5
0.1 0.9 -0.6
0.1 0.1 0.0
0.0 -0.1 -0.1
0.0 0.0 0.1
0.0 -0.1 0.0
0.1 0.0 -0.1
-0.3 0.0 0.0
-0.4 0.0 0.0
0.0 0.0 -0.3
0.1 0.0 0.0
0.3 0.1 -0.3
-0.2 -1.3 0.1
0.3 0.4 0.5
0.0 0.0 -0.1
0.0 0.0 0.0
0.1 0.0 0.1
-0.1 0.2 -0.1

***

No. 5
Here is a single C7H12F2S molecule at a distorted geometry from OMol25. Energies are from ωB97M-V/def2-TZVPD.

Charge   0
HOMO energy   -8.8 eV
SMILES   CC/C=C/C(F)(F)[C@@H](C)S
Max |F|   4.967 eV Å⁻¹
LUMO level   0.89 eV
HOMO-LUMO gap   9.73 eV
Energy relative to the best compared isomer or geometry (same formula, charge and spin)   0.0 kcal/mol
DFT total energy   -871.7418 Eh

Geometry (Å):
C  -0.58563  -0.36037  -0.34646
C  -1.06649  0.72424  0.22556
C  -0.95659  -2.66243  -1.14150
C  1.84877  1.63275  0.44567
C  -1.13505  -1.71501  0.02977
C  0.80985  2.65839  0.77764
C  -0.77977  2.09249  -0.04393
F  -0.62948  2.26406  -1.34636
F  -1.75584  3.04737  0.34443
S  1.28922  4.31225  0.08983
H  0.17701  -0.31575  -1.13555
H  -1.70455  0.55974  1.01509
H  -1.61805  -2.41590  -2.02100
H  -1.28615  -3.70607  -1.22469
H  0.11952  -2.64966  -1.46124
H  1.96310  1.47985  -0.69505
H  1.58689  0.69484  0.80190
H  2.74560  1.87652  1.05701
H  -2.10081  -1.34886  0.39332
H  -0.68150  -2.20127  0.89590
H  0.50934  2.67780  1.76645
H  0.18140  4.79577  0.36470

Cartesian forces, eV/Å:
1.2 -0.3 -0.6
0.0 -0.6 0.0
-0.8 -0.3 -2.7
1.0 1.1 -1.1
0.1 0.2 0.5
-2.5 -0.6 -4.3
3.0 3.6 1.3
0.4 0.4 -1.3
0.9 -1.6 0.0
2.4 -2.5 -0.1
-0.4 0.1 0.2
-1.7 -0.2 1.8
1.0 1.0 0.5
0.3 -0.2 1.7
-1.0 0.1 0.2
0.4 0.7 1.9
-0.8 -1.8 0.8
0.0 0.0 -1.1
-0.6 -1.4 -0.5
0.4 0.4 0.1
-0.3 0.3 2.1
-3.0 1.6 0.7